Record 1
13
Properties=species:S:1:pos:R:3 method="wB97M-V/def2-TZVPD" e_tot_ev=-7797.3259 homo_energy_ev=-9.338 lumo_ha=0.0350 smiles="O=CC1CNC1" multiplicity=1
O 2.453 -0.024 -0.068
C 1.275 0.059 -0.321
C 0.095 0.135 0.613
C -0.863 -1.052 0.255
N -1.563 -0.127 -0.641
C -1.051 1.055 0.124
H 0.861 -0.048 -1.343
H 0.438 0.118 1.620
H -1.472 -1.363 1.152
H -0.387 -1.896 -0.226
H -2.568 -0.251 -0.732
H -1.597 1.461 1.037
H -0.689 1.882 -0.505

***

Record 2
19
Properties=species:S:1:pos:R:3 method="wB97M-V/def2-TZVPD" e_tot_ev=-5411.2312 homo_energy_ev=-10.999 lumo_ha=0.0390 smiles=CCC.CC multiplicity=1
C 1.869 1.190 -1.640
C 1.508 2.147 -0.544
C 0.087 2.126 0.069
H 1.430 1.330 -2.629
H 1.640 0.158 -1.250
H 2.913 1.130 -1.881
H 2.245 2.176 0.268
H 1.584 3.165 -0.973
H 0.116 1.364 0.840
H -0.088 3.121 0.442
H -0.652 1.809 -0.671
C -2.303 -2.097 0.847
C -0.991 -2.839 1.122
H -2.332 -2.037 -0.230
H -3.188 -2.613 1.222
H -2.278 -1.217 1.495
H -0.861 -3.488 1.978
H -0.166 -2.105 1.280
H -0.534 -3.320 0.257

***

Record 3
44
Properties=species:S:1:pos:R:3 method="wB97M-V/def2-TZVPD" e_tot_ev=-32533.3046 homo_energy_ev=-4.979 lumo_ha=0.0929 smiles="CNC(=O)[C@@H](Cc1cnc[nH]1)NC(=O)[C@@H](CCC(=O)[O-])NC(C)=O" multiplicity=1 charge=-1
C -1.644 2.289 2.557
N -1.438 1.425 1.387
C -1.364 1.883 0.137
O -1.322 3.108 -0.048
C -1.220 0.794 -0.987
C -1.306 1.302 -2.345
C -2.670 1.886 -2.710
C -3.664 1.447 -3.498
N -4.796 2.272 -3.319
C -4.411 3.231 -2.546
N -3.193 3.054 -2.107
N 0.092 0.171 -0.711
C 0.289 -1.171 -0.903
O -0.280 -1.776 -1.794
C 1.198 -1.978 0.075
C 2.112 -3.030 -0.713
C 3.040 -3.807 0.203
C 4.371 -3.053 0.671
O 4.549 -1.837 0.461
O 4.927 -3.795 1.412
N 1.967 -1.214 1.059
C 1.469 -0.792 2.205
C 2.512 -0.197 3.238
O 0.284 -0.947 2.444
H -1.135 3.263 2.421
H -1.543 1.896 3.579
H -2.660 2.577 2.548
H -1.430 0.481 1.600
H -1.927 0.037 -0.739
H -1.149 0.569 -3.077
H -0.567 2.069 -2.595
H -3.594 0.549 -4.058
H -4.967 4.176 -2.499
H -2.705 3.418 -1.221
H 0.581 0.617 0.119
H 0.425 -2.569 0.521
H 2.716 -2.385 -1.424
H 1.525 -3.573 -1.366
H 3.315 -4.679 -0.324
H 2.420 -4.048 1.104
H 2.991 -1.277 0.930
H 3.503 0.037 2.707
H 2.680 -1.085 3.909
H 2.022 0.664 3.697

***

Record 4
36
Properties=species:S:1:pos:R:3 method="wB97M-V/def2-TZVPD" e_tot_ev=-36209.8509 homo_energy_ev=-9.748 lumo_ha=0.0135 smiles="NS(=O)(=O)c1ccc(CCNC(=O)c2cccnc2)cc1" multiplicity=1
N -3.269 -2.179 0.952
S -4.041 -1.149 -0.147
O -5.207 -0.609 0.489
O -4.170 -1.862 -1.383
C -2.800 0.115 -0.303
C -1.757 -0.082 -1.184
C -0.756 0.872 -1.265
C -0.801 2.014 -0.470
C 0.340 2.986 -0.491
C 1.304 2.687 0.676
N 1.664 1.290 0.726
C 2.621 0.771 -0.084
O 3.347 1.458 -0.771
C 2.738 -0.716 -0.026
C 1.644 -1.568 0.101
C 1.863 -2.936 0.114
C 3.166 -3.398 -0.002
N 4.210 -2.598 -0.135
C 4.000 -1.297 -0.154
C -1.873 2.195 0.400
C -2.876 1.245 0.485
H -3.193 -3.112 0.577
H -3.748 -2.188 1.838
H -1.749 -0.970 -1.796
H 0.070 0.732 -1.948
H 0.894 2.891 -1.425
H -0.017 4.011 -0.395
H 0.846 2.958 1.629
H 2.224 3.260 0.536
H 1.037 0.667 1.208
H 0.634 -1.182 0.158
H 1.038 -3.626 0.205
H 3.386 -4.457 0.002
H 4.872 -0.668 -0.274
H -1.919 3.084 1.011
H -3.721 1.363 1.144

***

Copy entry 4 word for word.
36
Properties=species:S:1:pos:R:3 method="wB97M-V/def2-TZVPD" e_tot_ev=-36209.8509 homo_energy_ev=-9.748 lumo_ha=0.0135 smiles="NS(=O)(=O)c1ccc(CCNC(=O)c2cccnc2)cc1" multiplicity=1
N -3.269 -2.179 0.952
S -4.041 -1.149 -0.147
O -5.207 -0.609 0.489
O -4.170 -1.862 -1.383
C -2.800 0.115 -0.303
C -1.757 -0.082 -1.184
C -0.756 0.872 -1.265
C -0.801 2.014 -0.470
C 0.340 2.986 -0.491
C 1.304 2.687 0.676
N 1.664 1.290 0.726
C 2.621 0.771 -0.084
O 3.347 1.458 -0.771
C 2.738 -0.716 -0.026
C 1.644 -1.568 0.101
C 1.863 -2.936 0.114
C 3.166 -3.398 -0.002
N 4.210 -2.598 -0.135
C 4.000 -1.297 -0.154
C -1.873 2.195 0.400
C -2.876 1.245 0.485
H -3.193 -3.112 0.577
H -3.748 -2.188 1.838
H -1.749 -0.970 -1.796
H 0.070 0.732 -1.948
H 0.894 2.891 -1.425
H -0.017 4.011 -0.395
H 0.846 2.958 1.629
H 2.224 3.260 0.536
H 1.037 0.667 1.208
H 0.634 -1.182 0.158
H 1.038 -3.626 0.205
H 3.386 -4.457 0.002
H 4.872 -0.668 -0.274
H -1.919 3.084 1.011
H -3.721 1.363 1.144

***

What is the multiplicity in the second record? 1